# 1
7
Properties=species:S:1:pos:R:3:forces:R:3:nbo_charge:R:1 method="wB97M-V/def2-TZVPD" charge=+1 orbital_gap_ev=10.1952 homo_energy_ev=-15.3
Na -1.44938 0.12448 -2.02597 0.28 0.14 0.27 0.998
O 0.42758 -2.29951 0.15510 -0.30 0.39 -0.30 -0.966
H -0.24884 -2.80991 0.60029 -0.14 -0.19 0.19 0.477
H 1.24340 -2.76072 0.34992 0.30 -0.09 0.01 0.489
O -0.12861 2.59369 -0.05843 -0.32 -0.44 -0.50 -0.967
H -0.62028 2.69513 0.75655 -0.16 0.16 0.28 0.483
H 0.77613 2.45685 0.22254 0.35 0.03 0.06 0.486



# 2
18
Properties=species:S:1:pos:R:3:forces:R:3:nbo_charge:R:1 method="wB97M-V/def2-TZVPD" charge=0 smiles="C/C=C/C.O.O" orbital_gap_ev=10.0899 de_lowest_kj_mol=82.2 homo_energy_ev=-9.1
C -2.00744 1.86977 -2.83243 0.07 -0.30 0.11 -0.648
C -2.23613 1.24597 -1.46170 0.11 -0.16 -1.41 -0.182
C -1.26073 0.67661 -0.76994 -0.33 0.49 0.78 -0.189
C -1.47290 0.13948 0.61821 -0.18 0.28 0.61 -0.644
H -2.92432 2.03203 -3.39533 -0.16 0.01 0.18 0.211
H -1.50309 2.82691 -2.75132 0.08 0.22 0.01 0.214
H -1.38957 1.22301 -3.46044 0.08 0.04 0.12 0.214
H -3.27511 1.19703 -1.15945 0.03 -0.02 0.41 0.191
H -0.23532 0.77682 -1.12141 -0.08 -0.20 -0.07 0.193
H -2.47350 -0.25455 0.78616 -0.16 -0.11 -0.36 0.213
H -0.77968 -0.64526 0.90665 0.20 -0.01 -0.07 0.212
H -1.40636 0.94780 1.37094 0.34 -0.25 -0.32 0.216
H 6.90202 0.54596 -2.30297 -0.04 -0.11 0.10 0.467
H 6.07069 -0.10504 -3.38529 -0.06 -0.10 0.02 0.467
O 6.31136 -0.20034 -2.45805 0.11 0.21 -0.11 -0.934
H -0.04281 -2.62893 5.85881 -0.03 -0.58 -0.15 0.477
H -0.97238 -3.92349 6.00127 0.50 0.00 -0.28 0.476
O -0.85827 -2.99617 6.21171 -0.46 0.58 0.43 -0.953



Quick rundown of total energy, same order as above: -8570.6818 -8436.6618 eV